# 1
The following is a DFT calculation (ωB97M-V with the def2-TZVPD basis set) of a 13-piece molecular cluster, H26O13 overall.

Each line ends with the Löwdin charge.
CARTESIAN COORDINATES (ANGSTROEM)
O -0.161 1.620 -1.984  -0.031
H -0.168 1.424 -2.924  0.061
H -0.933 2.183 -1.846  0.069
O 2.538 2.704 -1.496  -0.048
H 2.017 3.510 -1.550  0.051
H 1.905 1.998 -1.662  0.011
O -1.957 -1.130 -3.348  -0.029
H -2.239 -1.531 -4.176  0.081
H -1.102 -0.743 -3.545  0.060
O 1.105 -3.113 -1.034  -0.050
H 0.653 -2.262 -0.952  0.007
H 0.451 -3.758 -0.750  0.062
O 2.042 -0.225 2.811  -0.057
H 2.068 -1.155 2.542  0.020
H 2.940 0.092 2.672  0.060
O -0.002 -0.572 -0.078  -0.044
H 0.001 0.177 -0.693  0.022
H 0.049 -0.154 0.789  0.018
O -2.007 2.907 0.810  -0.064
H -1.178 2.492 1.082  -0.018
H -2.647 2.190 0.801  0.022
O -3.251 0.636 -1.428  -0.052
H -2.697 0.067 -1.976  -0.023
H -4.150 0.428 -1.693  0.046
O -0.788 -1.336 3.355  -0.039
H -0.806 -2.115 2.791  0.040
H -1.676 -0.973 3.292  0.042
O 0.072 1.429 1.975  -0.080
H 0.754 0.752 2.143  -0.009
H -0.344 1.561 2.832  0.079
O 2.560 -2.320 1.120  -0.061
H 2.096 -2.561 0.298  -0.007
H 3.087 -3.092 1.340  0.052
O -2.174 -2.366 -0.869  -0.075
H -1.570 -1.778 -0.396  -0.009
H -2.334 -1.946 -1.723  -0.023
O 2.919 2.358 1.407  -0.058
H 2.873 2.620 0.480  -0.007
H 2.051 1.984 1.584  -0.018

Output
E_HOMO: -10.49 eV
energy above the lowest of the compared OMol25 structures with the same formula, charge and spin: 97.7 kJ/mol

=====

# 2
The following is a DFT calculation (ωB97M-V with the def2-TZVPD basis set) of C5H12N as an isolated structure.

Each line ends with the Löwdin charge.
CARTESIAN COORDINATES (ANGSTROEM)
C -1.377 0.963 1.241  0.126
C -1.556 -0.445 1.758  -0.200
C -0.270 -1.157 1.632  -0.187
C 0.170 -1.040 0.208  -0.052
C -0.128 0.049 -0.383  0.117
N 2.613 1.042 -3.532  0.020
H -0.877 0.619 0.192  0.012
H -2.316 1.503 1.242  0.143
H -0.583 1.500 1.763  0.142
H -1.954 -0.537 2.770  0.160
H -2.244 -1.001 1.115  0.148
H 0.505 -0.797 2.320  0.147
H -0.338 -2.193 1.965  0.137
H 0.760 -1.888 -0.130  0.160
H 0.186 0.317 -1.395  0.136
H 2.374 1.809 -4.138  0.009
H 1.909 0.335 -3.623  -0.013
H 2.733 1.371 -2.586  -0.004

Output
total charge: +1
E_HOMO: -12.65 eV
energy above the lowest of the compared OMol25 structures with the same formula, charge and spin: 493.1 kJ/mol

=====

# 3
The following is a DFT calculation (ωB97M-V with the def2-TZVPD basis set) of a 7-piece molecular cluster, C46H101N3O7P overall.

Each line ends with the Löwdin charge.
CARTESIAN COORDINATES (ANGSTROEM)
C -13.553 -0.264 -1.165  -0.515
O -13.743 0.467 -2.291  -0.522
H -13.893 -1.282 -1.357  0.018
H -12.503 -0.234 -0.874  0.028
H -14.158 0.048 -0.313  0.008
C -18.778 7.693 -7.265  -0.092
C -17.480 7.123 -6.655  -0.231
C -17.566 6.737 -5.126  -0.199
C -16.195 6.481 -4.426  -0.088
N -16.207 6.662 -2.871  -0.199
C -16.375 8.165 -2.489  -0.068
C -14.936 8.727 -2.361  -0.141
C -14.304 7.574 -1.724  -0.217
C -14.813 6.302 -2.272  -0.079
C -17.356 5.809 -2.278  0.021
H -19.576 6.953 -7.329  0.075
H -18.487 7.814 -8.309  0.071
H -19.123 8.652 -6.878  0.078
H -16.715 7.898 -6.607  0.098
H -17.075 6.212 -7.094  0.113
H -18.101 5.788 -5.089  0.107
H -18.219 7.420 -4.582  0.100
H -15.454 7.167 -4.837  0.125
H -15.913 5.442 -4.599  0.138
H -17.018 8.080 -1.614  0.129
H -16.986 8.683 -3.228  0.122
H -14.920 9.627 -1.746  0.133
H -14.489 8.980 -3.322  0.123
H -14.566 7.571 -0.666  0.134
H -13.220 7.624 -1.819  0.139
H -14.902 5.535 -1.502  0.142
H -14.033 6.012 -2.975  0.140
H -17.208 5.733 -1.201  0.105
H -17.369 4.762 -2.581  0.112
H -18.349 6.162 -2.556  0.099
C -22.106 2.197 5.840  -0.118
C -20.949 2.178 6.815  -0.257
C -19.559 2.187 6.146  -0.166
C -18.405 2.193 7.214  -0.096
N -17.071 2.709 6.645  -0.229
C -16.519 1.793 5.465  -0.051
C -15.974 0.608 6.228  -0.165
C -15.421 1.083 7.564  -0.138
C -15.946 2.516 7.722  -0.070
C -17.096 4.204 6.235  0.035
H -23.032 2.606 6.243  0.078
H -22.399 1.219 5.457  0.077
H -21.844 2.806 4.975  0.071
H -21.113 1.298 7.437  0.114
H -21.093 3.103 7.374  0.113
H -19.546 3.062 5.497  0.099
H -19.357 1.345 5.483  0.114
H -18.275 1.208 7.662  0.133
H -18.606 2.774 8.114  0.128
H -15.706 2.353 5.002  0.137
H -17.243 1.746 4.653  0.129
H -15.155 0.194 5.640  0.131
H -16.622 -0.237 6.462  0.117
H -14.332 1.113 7.552  0.128
H -15.711 0.358 8.325  0.120
H -15.185 3.293 7.648  0.139
H -16.517 2.606 8.646  0.121
H -17.272 4.859 7.089  0.109
H -17.844 4.370 5.460  0.090
H -16.110 4.396 5.811  0.105
C -15.828 -7.834 -3.513  -0.102
C -14.520 -8.397 -2.877  -0.206
C -13.934 -9.610 -3.738  -0.181
C -12.800 -10.297 -2.935  -0.080
N -12.256 -11.508 -3.793  -0.221
C -11.000 -12.197 -3.164  -0.060
C -10.161 -12.821 -4.328  -0.146
C -10.524 -11.951 -5.508  -0.161
C -11.584 -10.904 -5.110  -0.080
C -13.395 -12.499 -4.157  0.037
H -16.707 -8.432 -3.272  0.070
H -15.824 -7.743 -4.599  0.068
H -15.953 -6.835 -3.095  0.074
H -14.835 -8.777 -1.905  0.103
H -13.696 -7.706 -2.699  0.113
H -13.389 -9.332 -4.639  0.093
H -14.805 -10.188 -4.048  0.106
H -13.294 -10.812 -2.111  0.127
H -11.915 -9.709 -2.692  0.143
H -11.339 -12.876 -2.382  0.133
H -10.355 -11.423 -2.748  0.137
H -10.346 -13.871 -4.551  0.110
H -9.087 -12.831 -4.140  0.122
H -11.026 -12.591 -6.234  0.113
H -9.722 -11.359 -5.949  0.127
H -12.345 -10.704 -5.864  0.121
H -11.124 -9.950 -4.851  0.135
H -14.002 -12.076 -4.957  0.094
H -14.028 -12.693 -3.290  0.108
H -12.944 -13.405 -4.561  0.102
C -4.180 -0.767 -5.375  -0.109
C -4.668 0.602 -5.728  -0.264
C -5.619 0.720 -6.977  -0.211
C -6.907 -0.156 -6.878  -0.220
P -8.602 0.623 -6.635  1.016
C -9.670 -0.748 -6.371  -0.241
C -9.542 -1.846 -7.501  -0.226
C -10.617 -2.908 -7.329  -0.278
C -12.020 -2.468 -7.514  -0.115
C -8.485 1.669 -5.166  -0.255
C -7.763 2.989 -5.351  -0.271
C -7.413 3.790 -4.097  -0.246
C -6.472 5.009 -4.219  -0.095
C -8.963 1.798 -7.991  -0.255
C -10.332 2.553 -7.931  -0.200
C -11.600 1.699 -8.368  -0.220
C -11.273 1.025 -9.716  -0.115
H -4.990 -1.400 -5.013  0.071
H -3.380 -0.675 -4.640  0.086
H -3.863 -1.348 -6.241  0.082
H -3.741 1.086 -6.036  0.105
H -5.110 1.195 -4.927  0.099
H -5.024 0.307 -7.791  0.103
H -5.779 1.771 -7.217  0.084
H -6.982 -0.790 -5.995  0.090
H -6.922 -0.736 -7.801  0.089
H -10.669 -0.313 -6.387  0.084
H -9.517 -1.100 -5.351  0.129
H -8.591 -2.377 -7.486  0.103
H -9.491 -1.505 -8.535  0.100
H -10.487 -3.332 -6.333  0.126
H -10.401 -3.674 -8.073  0.113
H -12.233 -1.816 -8.361  0.073
H -12.399 -1.907 -6.659  0.078
H -12.620 -3.377 -7.457  0.081
H -7.948 1.116 -4.395  0.109
H -9.480 1.755 -4.728  0.116
H -8.334 3.571 -6.074  0.096
H -6.808 2.963 -5.874  0.089
H -6.953 3.088 -3.401  0.113
H -8.357 4.181 -3.715  0.110
H -6.318 5.436 -3.228  0.076
H -6.854 5.786 -4.881  0.071
H -5.482 4.672 -4.527  0.068
H -8.930 1.154 -8.870  0.070
H -8.151 2.502 -8.178  0.100
H -10.302 3.362 -8.662  0.105
H -10.535 3.122 -7.024  0.100
H -12.471 2.325 -8.563  0.102
H -11.951 0.938 -7.670  0.085
H -10.765 1.755 -10.346  0.078
H -12.109 0.545 -10.225  0.080
H -10.485 0.291 -9.547  0.033
O -9.173 -5.378 -1.190  0.072
C -8.053 -5.779 -1.683  -0.984
O -7.379 -4.874 -2.183  -0.076
O -7.679 -6.955 -1.464  -0.093
H -8.932 -4.481 -1.435  0.082
O -9.228 2.919 3.126  0.096
C -9.545 3.790 4.001  -0.992
O -10.424 4.647 3.807  -0.104
O -9.099 3.580 5.150  -0.093
H -9.863 3.225 2.475  0.093

Output
total charge: +1
E_HOMO: -5.09 eV

=====

# 4
The following is a DFT calculation (ωB97M-V with the def2-TZVPD basis set) of C8H12BrCoO4 as an isolated structure.

Each line ends with the Löwdin charge.
CARTESIAN COORDINATES (ANGSTROEM)
Co 25.378 17.492 8.170  0.363
Br 22.880 17.245 8.582  -0.179
O 22.556 15.496 2.093  0.096
C 21.889 15.445 3.119  -0.452
O 22.496 15.425 4.345  0.019
C 21.515 15.621 5.365  -0.169
C 20.195 15.767 4.646  -0.175
C 20.415 15.383 3.236  -0.097
H 21.789 16.496 5.954  0.059
H 21.622 14.727 5.980  0.126
H 19.746 16.757 4.736  0.118
H 19.465 15.103 5.109  0.116
H 19.804 15.889 2.488  0.136
H 20.068 14.357 3.111  0.135
O 21.532 21.176 9.035  0.076
C 20.463 20.621 9.314  -0.452
O 19.762 20.881 10.444  0.025
C 18.653 19.994 10.613  -0.127
C 18.966 18.879 9.557  -0.161
C 19.825 19.517 8.519  -0.120
H 17.706 20.452 10.327  0.119
H 18.568 19.594 11.623  0.124
H 18.012 18.549 9.146  0.109
H 19.438 17.994 9.982  0.112
H 19.328 20.007 7.682  0.132
H 20.470 18.825 7.977  0.067

Output
E_HOMO (alpha / beta): -8.31 / -10.05 eV
spin multiplicity: 5

=====

# 5
The following is a DFT calculation (ωB97M-V with the def2-TZVPD basis set) of C48H39BrN8O4S2Sr as an isolated structure.

Each line ends with the Löwdin charge.
CARTESIAN COORDINATES (ANGSTROEM)
Sr 10.508 12.620 13.601  1.405
C 17.677 11.283 18.298  -0.053
C 16.557 11.196 17.253  -0.251
C 15.463 10.307 17.330  -0.032
C 14.402 10.299 16.390  -0.024
C 14.408 11.302 15.374  -0.258
C 15.341 12.330 15.427  -0.071
C 16.490 12.201 16.252  -0.031
S 13.192 11.219 14.040  0.583
O 13.409 10.164 13.071  -0.293
O 11.983 11.061 14.855  -0.465
N 12.977 12.685 13.326  -0.233
C 13.709 13.024 12.216  -0.399
C 14.813 12.311 11.723  -0.039
C 15.270 12.536 10.458  -0.059
C 14.744 13.604 9.700  -0.071
C 13.806 14.421 10.360  -0.139
N 13.229 14.099 11.525  0.065
H 17.574 12.105 18.993  0.073
H 18.636 11.489 17.769  0.086
H 17.763 10.353 18.866  0.072
H 15.439 9.520 18.119  0.121
H 13.640 9.559 16.410  0.104
H 15.193 13.235 14.834  0.101
H 17.228 13.004 16.122  0.114
H 15.206 11.480 12.302  0.103
H 16.022 11.897 9.975  0.118
H 14.961 13.812 8.692  0.081
H 13.612 15.368 9.868  0.112
N 9.846 8.864 10.761  0.149
C 10.718 9.297 9.765  -0.155
C 10.928 8.801 8.453  -0.021
C 11.492 9.718 7.594  -0.105
C 11.793 11.028 7.983  -0.095
C 11.727 11.428 9.287  -0.026
C 11.166 10.588 10.235  -0.168
N 10.548 10.852 11.489  0.120
C 9.752 9.824 11.745  -0.262
C 8.897 9.609 12.908  -0.302
C 8.183 8.464 13.273  -0.336
S 7.174 8.819 14.653  1.032
C 7.782 10.427 14.648  -0.449
N 8.619 10.729 13.679  -0.030
H 9.149 8.100 10.727  0.169
H 10.690 7.751 8.277  0.110
H 11.852 9.347 6.655  0.097
H 12.211 11.710 7.199  0.120
H 12.059 12.438 9.573  0.106
H 8.459 7.443 12.946  0.083
H 7.543 11.087 15.497  0.074
C 5.881 13.533 10.251  -0.060
O 7.264 13.632 10.640  -0.063
C 7.882 14.808 10.489  -0.220
C 7.377 15.878 9.759  -0.063
C 7.893 17.166 9.749  -0.774
Br 7.026 18.602 9.036  0.785
C 9.025 17.379 10.528  -0.115
C 9.519 16.342 11.271  -0.112
C 9.049 15.023 11.261  -0.331
O 9.598 14.189 12.051  -0.234
C 10.509 16.653 12.304  -0.134
N 11.722 16.100 12.400  0.207
C 12.532 16.900 13.259  -0.143
C 13.846 16.787 13.724  0.007
C 14.352 17.790 14.590  -0.071
C 13.482 18.760 15.035  -0.105
C 12.145 18.786 14.708  -0.013
C 11.678 17.833 13.821  -0.197
N 10.439 17.679 13.222  0.216
H 5.751 13.636 9.152  0.093
H 5.244 14.297 10.728  0.101
H 5.573 12.534 10.580  0.093
H 6.538 15.647 9.089  0.106
H 9.476 18.376 10.499  0.111
H 12.152 15.252 11.923  0.095
H 14.501 15.957 13.441  0.108
H 15.388 17.709 14.884  0.104
H 13.891 19.594 15.598  0.109
H 11.460 19.496 15.238  0.135
H 9.612 18.238 13.404  0.185
N 11.266 14.221 16.074  0.078
C 10.776 13.990 17.337  -0.257
C 11.684 13.844 18.430  -0.043
C 11.288 13.716 19.749  -0.112
C 9.917 13.647 20.056  -0.101
C 8.999 13.685 19.004  -0.045
C 9.390 13.942 17.662  -0.121
C 8.359 14.127 16.586  -0.254
C 7.366 15.094 16.840  -0.070
C 6.526 15.557 15.838  -0.117
C 6.434 14.806 14.668  -0.108
C 7.272 13.680 14.509  -0.195
C 8.282 13.397 15.396  -0.171
H 12.261 14.111 16.027  0.074
H 10.952 15.055 15.588  0.099
H 12.714 13.806 18.210  0.083
H 12.047 13.459 20.467  0.089
H 9.645 13.410 21.108  0.103
H 7.961 13.514 19.189  0.101
H 7.425 15.472 17.858  0.096
H 6.002 16.488 15.868  0.079
H 5.742 15.060 13.895  0.076
H 7.141 13.125 13.579  0.067

Output
E_HOMO: -5.78 eV
energy above the lowest of the compared OMol25 structures with the same formula, charge and spin: 28.8 kJ/mol

=====

# 6
The following is a DFT calculation (ωB97M-V with the def2-TZVPD basis set) of a 2-piece molecular cluster, C2H7S3 overall.

Each line ends with the Löwdin charge.
CARTESIAN COORDINATES (ANGSTROEM)
C 2.687 -0.938 0.201  -0.491
S 2.827 -0.018 1.768  0.573
H 2.765 -0.271 -0.661  0.029
H 1.707 -1.399 0.176  0.011
H 3.470 -1.689 0.183  0.004
C -3.238 0.463 -0.138  -0.602
S -2.521 0.090 -1.743  0.040
S -0.638 0.986 -1.621  -0.385
H -3.791 1.397 -0.180  0.000
H -3.927 -0.333 0.142  -0.002
H -2.487 0.548 0.643  -0.001
H 3.146 1.165 1.231  -0.176

Output
total charge: -1
E_HOMO: -2.09 eV
energy above the lowest of the compared OMol25 structures with the same formula, charge and spin: 54.6 kJ/mol

=====

Calculated E_tot (Ha), listed in the same order as above: -993.73603, -252.04333, -2844.88976, -4569.65303, -5992.67697, -1274.99051
Calculated largest force on an atom (eV Å⁻¹), listed in the same order as above: 0.85, 4.50, 7.75, 3.80, 3.42, 0.58